The following is a quantum chemistry calculation of 2 unconnected molecules or ions with the total composition C4H6FNO in a non-equilibrium geometry, from OMol25.

The geometry in XYZ format:
```
13
C4H6FNO wB97M-V/def2-TZVPD
C -0.154 0.352 1.429
C -0.654 0.971 0.370
N -1.955 1.147 0.029
O 0.225 1.611 -0.477
H -0.794 -0.208 2.107
H 0.876 0.382 1.681
H -2.565 0.336 0.185
H -2.037 1.524 -0.929
H 0.690 2.294 0.011
C 2.055 -1.819 -0.643
C 1.360 -2.483 -1.358
F 0.695 -3.286 -2.248
H 2.260 -0.821 -0.156
```

Properties
- orbital gap (eV) = 9.02
- ΔE to the lowest compared entry with this formula, charge and spin (kJ/mol) = 386.3
- charge = 0
- HOMO energy (eV) = -8.4
- SMILES = C=C(N)O.C#CF

Charges per atom according to natural (NBO) partitioning, unit e: number 1, C, carries -0.5987; number 2, C, carries 0.4649; number 3, N, carries -0.8198; number 4, O, carries -0.7178; number 5, H, carries 0.2008; number 6, H, carries 0.2005; number 7, H, carries 0.3905; number 8, H, carries 0.3927; number 9, H, carries 0.4891; number 10, C, carries -0.3916; number 11, C, carries 0.4023; number 12, F, carries -0.2809; number 13, H, carries 0.2680